{
  "formula": "C19H43F12HfO27S8",
  "method": "ωB97M-V with the def2-TZVPD basis set",
  "energy_ha": -7212.99461,
  "e_homo_ev": -7.607,
  "lumo_ev": -1.801,
  "total_charge": -1,
  "gap_ev": 5.81,
  "elements": ["Hf", "S", "S", "S", "S", "S", "S", "S", "S", "F", "F", "F", "F", "F", "F", "F", "F", "F", "F", "F", "F", "O", "O", "O", "O", "O", "O", "O", "O", "O", "O", "O", "O", "O", "O", "O", "O", "O", "O", "O", "O", "O", "O", "O", "O", "O", "O", "O", "C", "C", "C", "C", "C", "C", "C", "C", "C", "C", "C", "C", "C", "C", "C", "C", "C", "C", "C", "H", "H", "H", "H", "H", "H", "H", "H", "H", "H", "H", "H", "H", "H", "H", "H", "H", "H", "H", "H", "H", "H", "H", "H", "H", "H", "H", "H", "H", "H", "H", "H", "H", "H", "H", "H", "H", "H", "H", "H", "H", "H", "H"],
  "positions_angstrom": [[-4.023, 1.734, -1.922], [-5.874, -1.301, -0.645], [2.930, -2.880, -2.741], [5.426, 1.393, -0.849], [-1.630, 0.310, 0.864], [-1.331, 3.703, -3.757], [-5.850, 1.856, 1.385], [0.688, -5.855, 2.117], [-2.067, 5.952, 3.391], [1.159, 4.366, -2.680], [0.269, 2.691, -1.741], [-5.338, -2.954, -2.906], [-6.321, 4.419, 1.391], [-3.981, -3.191, -1.214], [-5.308, 3.816, 3.131], [0.655, -1.029, 0.616], [0.105, -0.084, -1.250], [-7.508, 3.518, 2.979], [-6.080, -3.963, -1.079], [1.139, 2.441, -3.635], [-0.941, -1.857, -0.583], [-5.071, -0.159, -1.070], [1.857, -3.424, -1.889], [-7.099, 1.312, 0.835], [3.244, -3.531, -4.033], [-2.769, 0.583, -0.169], [-2.026, 5.586, 4.792], [-1.476, 5.142, -3.652], [-2.014, -0.521, 2.053], [-2.331, 0.237, -2.852], [-4.952, 2.173, 0.223], [-5.274, 0.928, 2.385], [-7.304, -1.120, -0.923], [5.792, 0.021, -0.811], [-2.364, 2.956, -2.980], [-0.607, -6.419, 2.422], [1.513, -6.883, 1.096], [-5.678, -1.672, 0.755], [4.352, 1.590, 0.344], [4.347, -2.806, -1.799], [-2.262, 3.253, -0.165], [-0.923, 1.569, 1.121], [-1.328, 3.389, -5.204], [-0.913, -2.550, 3.575], [-0.505, 5.918, 2.965], [1.589, -5.451, 3.229], [-2.851, 5.277, 2.391], [4.998, 1.965, -2.172], [-0.344, -0.737, -0.184], [-1.906, -1.988, -3.676], [-1.901, -0.511, -3.939], [0.313, 4.805, 3.124], [-6.312, 3.522, 2.352], [4.361, -3.000, -0.388], [-0.493, -0.091, -4.391], [-2.414, 7.768, 3.176], [6.778, 2.474, -0.151], [0.415, 3.277, -2.902], [2.032, 2.178, 0.651], [-5.289, -2.967, -1.568], [3.449, 2.718, 0.266], [1.791, -8.179, 1.584], [3.269, -8.404, 1.900], [4.429, -4.551, -0.228], [0.454, -4.339, 0.963], [2.806, -1.064, -2.954], [0.743, 4.448, 4.541], [-1.466, 8.198, 3.499], [5.279, -2.518, -0.051], [-2.563, 8.071, 2.140], [-0.950, -1.758, 3.039], [-1.940, 4.154, -0.124], [-0.486, 0.815, -4.997], [3.703, -7.608, 2.505], [1.471, -4.111, 0.642], [-1.579, -2.402, -4.630], [-0.144, -3.589, 1.481], [1.238, 4.928, 2.560], [2.410, -0.727, -1.996], [4.610, -4.952, 0.769], [3.173, -9.359, 2.414], [-0.145, 3.973, 2.589], [0.443, 5.058, 5.392], [3.479, -2.540, 0.057], [1.897, 1.537, 1.523], [7.184, 2.094, 0.786], [0.263, -0.185, -3.612], [3.770, -8.628, 0.958], [1.553, -8.900, 0.803], [3.246, 3.098, -0.735], [-3.114, 8.115, 3.936], [3.818, -0.678, -3.078], [1.818, 4.613, 4.460], [1.351, 3.029, 0.654], [-0.052, -0.760, -5.129], [6.420, 3.498, -0.259], [-0.047, -2.919, 3.399], [1.599, 1.428, -0.011], [2.108, -0.651, -3.681], [7.637, 2.234, -0.778], [-1.036, -2.098, -3.029], [0.532, 3.422, 4.842], [1.103, -8.466, 2.379], [5.182, -5.036, -0.850], [-2.809, -2.485, -3.322], [3.554, 3.598, 0.901], [-0.101, -4.663, 0.083], [-1.677, 2.762, 0.412], [-2.564, -0.313, -4.781], [3.589, -5.084, -0.674]]
}